C33H37F16N3O12 | ωB97M-V/def2-TZVPD

```
101
Properties=species:S:1:pos:R:3:forces:R:3:lowdin_charge:R:1
C 0.72725 6.18802 -6.42953 -0.7 -0.8 0.4 0.03
C 1.05608 4.96985 -5.56248 0.6 0.2 -0.3 -0.48
O 2.17857 4.64787 -5.29061 -0.6 0.1 0.1 0.15
O -0.03741 4.22261 -5.13914 0.3 1.0 0.0 -0.05
C -0.34123 4.42281 -3.74558 -0.7 -1.4 0.1 -0.07
C -0.17304 3.06842 -3.04425 0.3 1.2 -0.1 -0.03
C -1.01934 1.99638 -3.29246 0.4 0.8 -0.6 -0.03
C -2.18934 2.14631 -4.25386 -0.9 -0.4 0.7 -0.12
O -2.22293 1.18260 -5.28314 0.0 0.6 -0.3 -0.05
C -1.58507 1.58696 -6.45716 0.4 0.0 -0.1 -0.25
O -2.46846 1.49554 -7.56215 0.8 0.1 0.3 -0.08
C -1.70141 1.76301 -8.73852 -0.6 0.1 -0.1 -0.20
C -2.28594 2.92258 -9.56358 0.4 -0.7 -0.9 -0.24
O -3.70093 2.91622 -9.65342 0.3 0.2 0.2 -0.05
C -0.76310 0.79584 -2.63693 -1.3 -1.0 -0.2 -0.19
O -1.57260 -0.28260 -2.88211 0.0 -0.1 0.1 0.09
C 0.26505 0.66813 -1.75111 0.3 -0.2 0.3 0.02
C 1.06933 1.76852 -1.49298 0.8 -1.2 1.0 0.01
C 0.86868 2.93677 -2.13423 0.0 0.3 -0.4 -0.12
O 1.71493 4.04464 -1.86356 -0.6 -0.1 0.6 0.10
C 1.08364 4.80291 -1.01180 -0.4 1.7 0.6 -0.33
N 0.49914 5.57512 -0.36091 0.9 -1.3 -0.8 0.19
C 2.08714 1.35582 -0.43825 -0.9 1.1 -1.2 -0.33
O 2.78586 2.09426 0.20374 0.1 -0.6 0.0 0.15
N 1.96159 -0.02092 -0.38786 0.1 -1.0 2.0 0.05
C 2.60149 -0.76312 0.69747 1.1 -0.3 0.3 -0.13
C 3.68793 -1.72676 0.17408 -0.3 0.5 0.5 -0.15
C 5.00630 -1.00494 -0.22189 -0.2 -0.9 -0.3 -0.16
C 5.24849 -1.25455 -1.72398 0.1 0.4 1.2 -0.20
N 6.55908 -0.76851 -2.20006 -0.5 -1.1 -1.1 -0.08
C 6.51026 -0.76026 -3.69307 0.3 0.7 -0.5 -0.06
C 7.60627 -1.60645 -1.78577 0.9 -0.3 0.6 -0.50
C 9.03262 -1.32495 -2.27149 -0.5 0.0 -0.6 0.00
O 7.45298 -2.55420 -1.04283 -0.3 0.3 0.1 0.07
C 0.75325 -0.51844 -0.91922 0.4 1.3 -1.1 -0.31
O 0.31597 -1.62002 -0.74171 0.0 0.4 0.1 0.15
H 1.16145 7.07074 -5.95675 0.2 -0.1 -0.3 0.09
H 1.11710 5.98535 -7.43009 0.2 0.3 0.2 0.09
H -0.35648 6.31666 -6.49972 0.2 0.0 0.0 0.08
H -1.40579 4.66811 -3.68709 0.3 0.4 0.0 0.14
H 0.26314 5.20187 -3.28209 -0.1 -0.1 -0.2 0.13
H -2.27402 3.16487 -4.64491 0.2 -0.3 -0.1 0.12
H -3.10749 1.99545 -3.66206 0.2 -0.1 -0.2 0.15
H -0.70030 0.93797 -6.59247 -0.3 0.0 -0.2 0.15
H -1.23361 2.63027 -6.41465 -0.1 -0.2 0.4 0.12
H -1.68645 0.82748 -9.31468 0.1 0.3 -0.1 0.13
H -0.66762 2.05294 -8.49394 -0.1 -0.3 -0.1 0.12
H -1.89405 2.77906 -10.58773 0.2 0.2 0.3 0.12
H -1.89108 3.89587 -9.24950 -0.5 -0.1 0.3 0.11
H -3.91230 2.36763 -10.41296 -0.2 0.0 0.1 0.09
H -2.37461 -0.21443 -2.34962 0.0 -0.1 -0.1 0.13
H 1.88264 -1.29915 1.32859 -0.2 0.1 -0.5 0.12
H 3.09625 -0.03840 1.35592 -0.2 0.0 -0.2 0.12
H 3.26517 -2.29082 -0.66694 0.1 0.0 0.1 0.11
H 3.89160 -2.44155 0.98069 -0.1 0.0 -0.2 0.12
H 5.81126 -1.46641 0.35566 0.0 0.2 -0.2 0.10
H 4.98195 0.06234 0.02573 -0.1 -0.1 -0.2 0.11
H 4.44013 -0.73544 -2.25178 0.3 -0.1 -0.2 0.12
H 5.18297 -2.33576 -1.91458 -0.1 0.2 0.0 0.13
H 7.28713 -1.39041 -4.14037 -0.1 0.2 0.1 0.09
H 6.61670 0.25306 -4.10046 0.1 -0.2 0.2 0.09
H 5.55457 -1.14115 -4.06599 0.1 0.0 0.3 0.08
H 9.70993 -1.19644 -1.42447 -0.3 0.1 0.0 0.09
H 9.36427 -2.23571 -2.78575 0.0 0.2 0.0 0.09
H 9.09115 -0.48140 -2.96572 0.1 -0.1 0.3 0.07
C -1.39303 -0.41045 2.36031 0.6 -0.4 -0.1 -0.03
C -2.45352 0.59008 1.85630 -0.3 -0.9 0.2 -0.43
C -2.71295 1.83153 2.71659 -0.1 0.7 -0.1 -0.30
F -3.15485 1.52572 3.94793 0.0 -0.3 0.0 0.10
F -3.67111 2.59036 2.13229 0.1 -0.1 -0.2 0.10
F -3.60390 -0.07497 1.61527 -0.1 0.1 0.1 0.13
F -2.01773 1.03402 0.64359 0.3 0.3 0.0 0.10
O -1.86133 -1.56693 3.05668 -0.6 0.5 0.3 0.05
C -2.13477 -1.51380 4.41244 1.0 0.2 -0.7 -0.53
C -3.61888 -1.73911 4.71819 -0.5 -0.2 0.0 -0.28
F -4.40012 -0.84476 4.09219 0.1 0.1 -0.1 0.11
F -3.83609 -1.60609 6.05091 0.2 0.0 0.0 0.08
F -1.66284 -0.37534 4.94793 -0.3 0.0 0.2 0.15
F -1.43734 -2.52064 4.98506 -0.2 -0.2 0.1 0.14
H -0.93051 -0.82572 1.46382 -0.2 0.0 -0.1 0.13
H -0.57747 0.08007 2.89325 -0.2 0.2 0.2 0.15
H -1.80731 2.43846 2.80669 0.1 -0.1 -0.1 0.18
H -3.92966 -2.73860 4.40583 0.2 -0.1 0.0 0.18
C -3.70823 -3.80160 8.32889 0.0 -0.1 -0.6 -0.04
C -3.67868 -2.91384 9.59117 -0.7 -0.4 -0.1 -0.44
C -2.50043 -3.09022 10.55447 0.4 0.4 0.3 -0.31
F -2.42999 -4.33037 11.06873 -0.2 -0.2 -0.1 0.10
F -2.64110 -2.24003 11.60026 -0.1 0.1 -0.1 0.09
F -4.85154 -3.04562 10.24775 0.1 -0.1 0.2 0.13
F -3.62793 -1.62484 9.15197 0.4 0.0 0.0 0.11
O -4.51848 -4.98041 8.35619 0.2 0.0 0.9 0.04
C -4.03345 -6.16035 8.89654 0.3 0.8 -0.9 -0.53
C -4.80656 -6.59207 10.14730 -0.4 -0.2 0.3 -0.29
F -4.78085 -5.64278 11.09891 0.1 0.1 -0.1 0.10
F -4.24636 -7.70733 10.66949 0.1 0.0 -0.2 0.10
F -2.70893 -6.07466 9.11061 0.0 -0.2 0.3 0.15
F -4.20477 -7.11209 7.95323 -0.2 -0.2 0.2 0.14
H -4.17434 -3.19298 7.55925 -0.1 0.0 0.2 0.12
H -2.70625 -4.01117 7.95324 0.1 -0.1 0.3 0.15
H -1.55418 -2.86083 10.05641 -0.1 0.0 -0.1 0.17
H -5.84920 -6.80075 9.89838 0.0 0.0 -0.2 0.18
```
Forces are in eV/Å.

Summary:
E_HOMO ... -9.73 eV
Frontier orbital gap ... 8.8 eV
SMILES ... CC(=O)OCc1c(COCOCCO)c(O)c2c(c1OC#N)C(=O)N(CCCCN(C)C(C)=O)C2=O.FC(F)C(F)(F)COC(F)(F)C(F)F.FC(F)C(F)(F)COC(F)(F)C(F)F
Multiplicity ... 1

---

C48H32ClCoIN5O4P | ωB97M-V/def2-TZVPD

```
93
Properties=species:S:1:pos:R:3:forces:R:3:lowdin_charge:R:1
Co 1.78627 -0.29965 0.40333 0.4 0.0 0.4 0.67
C -11.46550 -3.97507 1.29455 0.0 0.0 0.0 -0.08
O -10.83485 -3.37305 0.17367 -0.1 -0.1 0.1 -0.07
C -9.51290 -3.10154 0.27343 0.0 0.0 0.0 -0.28
C -8.75107 -3.32503 1.41561 0.0 0.0 0.0 -0.01
C -7.39980 -3.01368 1.41119 0.0 0.0 0.1 -0.01
C -6.78837 -2.47977 0.28631 0.1 0.0 -0.1 -0.16
C -7.56790 -2.25186 -0.84970 0.0 0.0 0.0 -0.03
C -8.91191 -2.55732 -0.86049 0.0 0.0 -0.1 0.00
C -5.35253 -2.18374 0.32806 0.0 0.0 0.0 -0.26
N -4.59974 -2.23734 1.40090 0.0 0.0 0.1 0.19
C -3.33931 -1.90481 0.97505 0.0 0.0 0.2 -0.17
C -3.32501 -1.65035 -0.36964 0.0 0.0 -0.1 -0.13
N -4.62495 -1.83312 -0.77823 0.0 0.0 -0.1 0.18
C -2.14275 -1.32018 -1.09734 -0.1 0.0 0.0 -0.06
C -2.09248 -1.08117 -2.47681 -0.1 0.0 0.0 0.01
C -0.88484 -0.81396 -3.06163 0.0 0.0 -0.1 -0.02
C 0.25595 -0.76926 -2.25955 0.1 0.0 0.0 -0.10
N 0.23645 -0.96672 -0.95278 -0.3 0.1 -0.1 0.08
C -0.94761 -1.24772 -0.36258 0.1 -0.1 0.1 -0.11
C -0.95021 -1.48420 1.07683 0.1 0.0 0.0 -0.13
N 0.22572 -1.36739 1.72551 0.1 -0.1 -0.2 0.09
C 0.25024 -1.55550 3.02832 0.0 0.0 0.0 -0.09
C -0.88917 -1.86757 3.77950 0.0 0.0 0.0 -0.02
C -2.09004 -1.99482 3.13557 -0.1 0.0 -0.1 0.02
C -2.13522 -1.80666 1.74682 -0.1 0.0 0.1 -0.07
H -12.49342 -4.15901 1.00025 0.0 0.0 0.0 0.09
H -11.45168 -3.31027 2.16081 0.0 0.0 0.0 0.10
H -10.98885 -4.92209 1.55512 0.0 0.0 0.0 0.10
H -9.19461 -3.73966 2.30843 0.0 0.0 0.0 0.10
H -6.79936 -3.18510 2.29498 0.0 0.0 0.0 0.12
H -7.13559 -1.81543 -1.74317 0.0 0.0 0.0 0.11
H -9.52139 -2.38132 -1.73729 0.0 0.0 0.0 0.12
H -4.98060 -1.74699 -1.71259 0.0 0.0 0.0 0.15
H -2.99732 -1.10982 -3.07309 0.0 0.0 0.0 0.12
H -0.79629 -0.62773 -4.12311 0.0 0.0 0.0 0.12
H 1.21766 -0.56883 -2.70968 -0.1 0.0 0.0 0.07
H 1.21119 -1.45354 3.51586 0.0 0.0 0.0 0.11
H -0.80463 -1.99106 4.85089 0.0 0.0 0.0 0.11
H -3.00833 -2.23021 3.65975 0.1 0.0 0.0 0.12
Cl 3.11117 3.14845 6.28579 0.0 0.0 0.0 0.67
C 2.44038 2.59919 4.77268 0.0 0.0 0.0 -0.62
C 1.38941 3.27169 4.21708 0.0 0.0 0.0 -0.18
C 0.83371 2.85442 2.99780 -0.1 0.0 -0.1 -0.64
I -0.81193 3.86312 2.20632 0.1 0.0 0.0 0.91
C 1.31779 1.75820 2.28709 0.0 0.1 0.0 -0.46
O 0.85814 1.35780 1.15045 0.1 -0.1 0.0 -0.20
C 2.40006 1.04267 2.92090 -0.1 -0.1 0.0 -0.14
N 2.80023 -0.09215 2.27759 0.1 0.3 0.0 0.05
C 3.73372 -0.84348 2.80990 0.0 0.0 0.0 -0.12
C 4.38252 -0.49198 4.00839 0.0 0.0 0.0 -0.02
C 4.01296 0.64577 4.66192 0.0 0.1 0.0 -0.01
C 2.96695 1.44775 4.14442 0.1 -0.1 0.0 -0.17
H 0.98011 4.13329 4.72796 0.0 0.0 0.0 0.09
H 4.00968 -1.73907 2.27241 0.0 0.0 0.0 0.11
H 5.17962 -1.12137 4.37867 0.0 0.0 0.0 0.11
H 4.50514 0.94680 5.57701 0.0 0.0 0.0 0.09
O 5.84919 -1.19757 0.89312 0.0 0.0 -0.1 0.04
C 5.09732 -0.50351 0.22141 -0.2 0.0 -0.2 -0.62
O 3.94011 -0.84136 -0.23951 -0.2 -0.5 0.2 -0.20
C 5.47333 0.91563 -0.14008 -0.1 0.1 0.1 -0.12
C 6.74228 1.38003 0.17301 0.0 0.1 0.1 -0.01
C 7.10431 2.68235 -0.12765 0.0 0.1 0.0 -0.07
C 6.18649 3.52743 -0.73614 0.0 0.0 0.0 -0.08
C 4.91367 3.07288 -1.05071 -0.1 0.0 0.0 -0.08
C 4.54120 1.76184 -0.76108 0.1 -0.2 0.1 -0.24
P 2.94835 1.02048 -1.30888 -0.1 0.5 -0.5 1.10
C 1.99203 2.48186 -1.93642 0.1 0.1 0.2 -0.34
C 1.70234 3.48176 -1.00047 0.0 0.0 -0.1 -0.12
C 0.89411 4.55906 -1.32836 0.0 0.0 0.0 -0.09
C 0.32978 4.64568 -2.59559 0.0 0.0 0.0 -0.09
C 0.57493 3.64560 -3.52350 0.1 0.0 0.0 -0.09
C 1.39987 2.57403 -3.19552 0.0 -0.1 0.0 -0.10
C 3.54157 0.27252 -2.89458 0.0 -0.1 0.1 -0.33
C 3.52755 -1.10672 -3.10184 0.0 0.1 0.0 -0.10
C 4.01133 -1.65175 -4.28486 0.0 0.0 0.0 -0.07
C 4.52627 -0.82625 -5.27377 0.0 0.0 0.0 -0.09
C 4.55699 0.54682 -5.07384 0.0 0.0 0.0 -0.08
C 4.06855 1.09008 -3.89452 0.1 0.0 0.0 -0.09
H 7.43225 0.69856 0.65568 -0.1 0.0 0.0 0.12
H 8.09663 3.04511 0.11196 0.0 0.0 0.0 0.10
H 6.46354 4.54716 -0.97431 0.0 0.0 0.0 0.10
H 4.21035 3.74672 -1.52269 0.0 0.0 0.0 0.10
H 2.11228 3.40908 0.00016 0.0 0.0 0.0 0.10
H 0.68810 5.32283 -0.58801 0.0 0.0 0.0 0.09
H -0.30172 5.48596 -2.85793 0.0 0.0 0.0 0.10
H 0.13387 3.70096 -4.51157 0.0 0.0 0.0 0.10
H 1.58423 1.80782 -3.93986 0.0 0.0 0.0 0.09
H 3.15498 -1.75608 -2.32113 0.1 0.0 0.0 0.10
H 3.99332 -2.72530 -4.42798 0.0 0.0 0.0 0.10
H 4.91491 -1.25195 -6.19096 0.0 0.0 0.0 0.10
H 4.96986 1.19769 -5.83490 0.0 0.0 0.0 0.10
H 4.11091 2.16198 -3.74814 0.0 0.0 0.0 0.11
```
Forces are in eV/Å.

Summary:
E_HOMO (alpha / beta) ... -7.14 / -7.12 eV
Frontier orbital gap (alpha / beta) ... 6.5 / 6.4 eV
Energy above the lowest of the compared OMol25 structures with the same formula, charge and spin ... 3.8 kcal/mol
Multiplicity ... 4

---

Listing F_max for the structures above in their given order: 2.2, 0.7 eV/Å.
Listing calculated total energy for the structures above in their given order: -107338.328, -133479.298 eV.